No. 1
Computed, not measured: 10 unconnected molecules or ions with the total composition C60H150N10 in a non-equilibrium geometry, with ωB97M-V/def2-TZVPD.

Calculated values
Gap between HOMO and LUMO, eV: 8.80
SMILES: CCN(CC)CC.CCN(CC)CC.CCN(CC)CC.CCN(CC)CC.CCN(CC)CC.CCN(CC)CC.CCN(CC)CC.CCN(CC)CC.CCN(CC)CC.CCN(CC)CC
HOMO level, eV: -8.094
Multiplicity: 1
Energy above the lowest of the compared OMol25 structures with the same formula, charge and spin, kcal per mole: 44.5

The geometry in XYZ format:
```
220
Properties=species:S:1:pos:R:3:forces:R:3
C 5.878128 -1.176948 0.136130 0.607 2.110 0.804
C 6.949838 -0.865519 -0.899877 -0.157 -1.426 -0.450
N 6.950191 -1.798606 -2.049740 -0.971 0.386 0.593
C 5.643692 -1.974801 -2.694257 0.396 -0.488 -0.006
C 5.037377 -0.817832 -3.504752 0.420 -0.556 -0.924
C 7.991440 -1.457151 -2.970464 1.473 -0.080 -0.102
C 8.223537 -2.505509 -4.078374 -1.689 1.059 0.412
H 5.872490 -2.203379 0.437673 -0.327 -0.643 -0.020
H 4.910640 -0.733809 -0.101196 -0.245 -0.644 -0.382
H 6.151983 -0.564321 1.030779 -0.017 -0.578 -0.342
H 6.843473 0.177405 -1.220173 0.320 0.168 0.039
H 7.917193 -1.088501 -0.443800 0.088 0.714 0.081
H 5.799007 -2.842716 -3.351154 -0.451 0.195 0.121
H 4.939767 -2.304397 -1.910371 0.185 0.201 -0.312
H 4.960509 0.088078 -2.929439 -0.431 0.301 0.372
H 5.611857 -0.531795 -4.409274 0.091 -0.363 0.499
H 4.076157 -1.169248 -3.912831 0.076 0.468 0.440
H 8.964116 -1.466127 -2.438634 -0.505 0.300 0.217
H 7.876694 -0.408572 -3.339772 0.020 -0.544 -0.293
H 9.001316 -2.112503 -4.718707 0.118 -0.398 -0.360
H 7.266789 -2.657442 -4.593868 0.491 0.209 -0.582
H 8.419069 -3.469550 -3.641276 0.622 -0.276 0.226
C 5.049774 3.664263 1.769002 -0.277 -0.218 1.627
C 4.109257 4.271589 0.744960 -0.173 0.365 0.782
N 4.632170 4.322452 -0.594354 0.345 -0.474 -0.312
C 4.739848 2.971492 -1.212964 -0.495 0.539 0.498
C 3.598725 2.767525 -2.190131 -0.407 -1.087 -1.129
C 5.849304 5.158106 -0.652423 0.104 -1.426 -0.814
C 6.152527 5.487408 -2.119223 0.680 0.218 -0.467
H 5.893048 4.298923 2.077288 -0.070 -0.140 -0.530
H 5.400434 2.680391 1.464756 0.295 0.000 -0.150
H 4.500170 3.475825 2.718091 0.121 0.167 -0.623
H 3.137588 3.757048 0.819440 0.258 -0.024 -0.439
H 3.907993 5.305971 1.039889 -0.136 0.030 0.055
H 5.711861 2.878836 -1.691896 0.029 -0.113 -0.159
H 4.667786 2.165749 -0.453897 0.231 0.368 -0.126
H 3.670470 1.784004 -2.745616 0.172 1.020 0.506
H 2.609775 2.705674 -1.714835 0.338 0.261 0.277
H 3.533892 3.571741 -2.933289 0.184 -0.130 0.165
H 6.742077 4.635109 -0.225141 -0.438 0.268 -0.105
H 5.661132 6.018967 -0.021916 -0.008 0.383 -0.159
H 6.941136 6.260118 -2.234207 -0.565 -0.217 0.214
H 5.256723 5.774449 -2.680713 0.085 0.245 0.344
H 6.559363 4.627714 -2.683698 -0.185 0.100 0.504
C -0.638992 -4.789398 -0.676829 -0.644 0.098 -1.275
C 0.456563 -5.353090 -1.559206 -0.004 -0.176 0.101
N 1.348336 -4.356628 -2.081777 0.819 0.350 -0.593
C 2.075278 -4.811650 -3.269141 0.642 -0.802 -0.217
C 2.784846 -3.655929 -3.983166 -0.638 -0.003 0.319
C 2.226289 -3.733514 -1.080105 0.019 -0.100 -0.486
C 3.386575 -4.620801 -0.613194 -0.287 -0.791 -1.804
H -0.304286 -4.507892 0.288963 0.359 0.355 0.952
H -1.404647 -5.545039 -0.560558 -0.230 -0.251 0.202
H -1.133112 -3.929575 -1.166475 0.320 -0.223 0.213
H 0.989409 -6.143488 -1.027648 0.154 -0.282 0.280
H 0.026419 -5.847828 -2.420947 -0.349 -0.109 -0.208
H 2.831938 -5.620865 -3.091462 -0.275 0.447 0.415
H 1.377047 -5.354141 -3.918634 -0.212 0.578 -0.094
H 3.613344 -3.293426 -3.385440 0.157 -0.138 0.105
H 3.205180 -3.941731 -4.966702 -0.576 0.266 0.392
H 2.048233 -2.829593 -3.984004 0.437 -0.273 -0.734
H 1.598555 -3.514071 -0.226689 -0.125 0.273 0.231
H 2.545861 -2.769308 -1.526193 0.154 -0.469 0.538
H 4.114505 -4.815890 -1.410328 -0.176 0.213 -0.171
H 3.030273 -5.623938 -0.357363 -0.046 0.238 0.371
H 3.975096 -4.209534 0.152909 0.426 0.631 1.386
C -2.161115 -5.706511 -5.153249 0.816 -0.220 0.574
C -2.542322 -4.731399 -4.049663 -0.039 0.594 -0.639
N -3.070912 -3.465564 -4.623859 1.520 -0.322 0.262
C -1.966735 -2.658509 -5.161786 -0.151 -0.627 0.405
C -0.933622 -2.113131 -4.172788 -0.624 -2.035 1.692
C -3.786247 -2.702440 -3.636995 -1.221 -2.170 1.278
C -5.259908 -3.209293 -3.632199 0.877 1.497 0.181
H -1.342445 -5.344912 -5.814435 -0.938 0.102 0.133
H -3.035353 -6.083229 -5.678359 0.175 0.071 -0.283
H -1.659975 -6.516297 -4.626234 -0.185 -0.577 -0.078
H -3.282933 -5.181104 -3.364481 0.190 0.220 -0.395
H -1.623912 -4.551904 -3.465060 -0.299 0.151 0.166
H -2.463084 -1.835350 -5.626218 -0.167 0.784 -0.569
H -1.480389 -3.235944 -5.946782 0.127 0.094 -0.042
H -1.373756 -1.601774 -3.301931 -0.112 0.174 -0.662
H -0.304624 -1.487054 -4.722025 1.217 1.251 -0.575
H -0.322058 -2.906152 -3.660509 -0.321 0.502 -0.774
H -3.362396 -2.860233 -2.598626 -0.224 0.220 -0.683
H -3.760398 -1.646923 -3.810088 0.043 0.616 -0.425
H -5.731362 -2.878980 -4.568446 0.005 -0.362 0.264
H -5.362048 -4.280392 -3.470004 0.113 0.026 -0.112
H -5.676158 -2.669101 -2.792094 -0.793 -0.210 0.163
C 0.171316 3.342798 -3.745288 -0.519 -0.906 -1.274
C -0.900792 3.342004 -2.705898 -0.510 -0.773 0.842
N -2.246227 3.605177 -3.178037 0.339 0.850 0.213
C -2.690203 2.524762 -4.010210 -1.141 -1.014 -0.281
C -2.812499 1.096915 -3.399962 0.264 0.013 0.447
C -3.120242 3.851291 -2.036838 -1.425 -0.890 -0.056
C -4.538012 4.352966 -2.447855 0.630 -0.950 -0.299
H 0.052545 2.479246 -4.440812 0.056 0.595 0.267
H 1.120973 3.183821 -3.262954 0.462 0.343 0.038
H 0.110505 4.270454 -4.331665 0.357 -0.232 0.185
H -0.976761 2.368323 -2.175880 0.728 0.205 0.094
H -0.630613 4.083512 -1.972698 -0.080 0.376 0.467
H -3.725986 2.727763 -4.285570 0.159 0.377 -0.400
H -2.097063 2.452513 -4.938648 -0.228 0.237 0.415
H -1.874544 0.554781 -3.307224 0.278 -0.120 -0.731
H -3.108369 1.048295 -2.339193 -0.663 0.429 -0.630
H -3.539233 0.561449 -4.037947 0.473 -0.058 0.486
H -2.681782 4.566491 -1.350996 0.263 0.430 -0.279
H -3.221897 2.938538 -1.408094 -0.024 0.115 -0.168
H -5.179243 3.633928 -3.017739 0.744 0.424 0.515
H -4.356145 5.210586 -3.055479 -0.124 0.677 -0.701
H -5.107608 4.692895 -1.602217 -0.178 -0.020 0.597
C -2.849560 -2.128399 7.401870 -1.233 0.562 0.816
C -2.614441 -2.739084 6.056492 -0.206 -1.786 -0.535
N -1.738291 -2.060741 5.110053 -0.716 -0.200 0.182
C -2.215573 -0.842185 4.465625 -0.515 -1.236 -0.832
C -3.537160 -1.018710 3.746592 -0.314 0.064 -0.469
C -0.448252 -1.825371 5.691646 0.332 1.568 -0.089
C 0.630656 -1.725999 4.606727 0.771 -0.220 0.952
H -3.365860 -1.192980 7.169745 -0.154 0.188 0.653
H -1.983568 -1.889629 7.996650 0.607 0.062 -0.067
H -3.491198 -2.750957 8.088921 0.404 0.509 -0.998
H -2.222263 -3.762261 6.189809 0.212 0.271 -0.108
H -3.593247 -2.938984 5.600809 0.165 0.322 -0.138
H -2.419270 -0.002196 5.109538 0.572 0.589 0.815
H -1.448712 -0.591900 3.737256 0.087 0.317 -0.001
H -3.677735 -0.143483 3.084114 -0.062 -0.494 0.090
H -3.663910 -1.967881 3.193004 0.320 0.490 0.098
H -4.324838 -0.963918 4.486433 -0.448 -0.093 0.086
H -0.237499 -2.577262 6.445760 0.215 -0.270 -0.145
H -0.526965 -0.847610 6.233211 0.546 -0.479 0.029
H 0.723081 -0.750495 4.117327 -0.347 -0.316 0.001
H 0.520344 -2.542846 3.918091 -0.439 -0.149 -0.741
H 1.612495 -1.939049 5.030312 0.161 0.287 0.317
C -1.400341 3.550634 1.278522 -0.200 -0.401 -0.492
C -2.105796 3.020164 2.488197 -0.791 1.166 1.726
N -3.065331 3.976030 3.121178 0.328 -0.880 0.159
C -4.205516 4.264014 2.303285 -0.039 0.796 -0.613
C -5.137215 3.143794 1.976271 -0.226 -1.603 0.486
C -2.462442 5.191917 3.614818 -0.307 0.287 -0.612
C -3.257820 5.795191 4.735066 -0.214 0.381 0.585
H -0.862144 2.718608 0.829927 0.379 0.167 -0.297
H -0.743012 4.381338 1.489427 0.359 0.146 0.138
H -2.130781 3.894160 0.545875 0.076 -0.065 -0.038
H -2.699262 2.148430 2.258057 0.042 -0.468 -0.170
H -1.431381 2.767621 3.324805 0.013 -0.149 -0.534
H -4.801526 5.056131 2.759319 0.100 -0.052 0.204
H -3.872498 4.705677 1.354684 -0.004 0.163 -0.314
H -5.892770 3.520907 1.305107 -0.436 0.044 -0.150
H -4.673438 2.281610 1.469082 0.113 0.388 -0.032
H -5.615560 2.692331 2.870829 0.150 0.490 -0.352
H -2.301709 5.951592 2.826729 -0.256 -0.042 -0.143
H -1.473465 5.003555 3.950280 0.912 -0.567 0.509
H -4.226569 6.166648 4.373780 0.189 -0.157 0.356
H -2.711007 6.641235 5.154054 -0.066 0.163 -0.054
H -3.388538 5.079882 5.560144 -0.177 0.102 -0.370
C 4.151014 0.955106 4.017791 -0.038 -1.509 0.802
C 3.552509 2.127239 4.796040 0.650 0.479 -0.139
N 2.521712 2.863052 4.099509 1.495 1.060 -0.043
C 2.395529 4.256983 4.614070 -0.872 -0.596 0.220
C 1.505695 5.130679 3.713321 1.032 -1.238 -0.195
C 1.353208 2.077999 3.877641 -0.751 -0.227 1.258
C 0.500343 1.876579 5.152474 0.243 -0.861 -0.900
H 4.439203 1.153209 2.980706 -0.338 0.259 0.206
H 3.512467 0.017344 4.052171 0.575 1.119 -0.162
H 5.084277 0.681583 4.548945 -0.369 -0.010 -0.268
H 3.205545 1.805637 5.787242 0.095 -0.264 0.070
H 4.376835 2.833004 4.996206 -0.251 -0.162 -0.066
H 3.405675 4.693105 4.675087 -0.271 -0.257 -0.264
H 2.011375 4.310842 5.673608 0.149 -0.266 -0.684
H 0.482975 4.791765 3.625477 -0.112 -0.189 -0.022
H 1.969459 5.212907 2.737804 -0.102 -0.350 -0.460
H 1.511431 6.118033 4.060534 -0.215 1.525 0.873
H 0.730937 2.617767 3.200933 -0.526 0.230 -0.869
H 1.612047 1.108025 3.416786 0.084 0.513 0.254
H -0.340498 1.240426 4.917032 -0.339 -0.274 -0.070
H 1.018173 1.406744 5.980988 0.236 0.060 0.135
H 0.086194 2.811982 5.439062 -0.264 0.923 0.540
C 2.200232 -0.525466 1.155707 -0.487 -1.324 -0.260
C 1.478390 0.654556 0.575232 -0.957 -0.210 -0.731
N 0.233388 0.375830 -0.144668 0.545 0.570 -0.868
C -0.868073 -0.037859 0.681296 1.168 0.287 0.864
C -2.201871 -0.078355 -0.019586 -0.132 0.398 0.448
C 0.460826 -0.556381 -1.247274 -1.187 0.199 -0.018
C 1.603175 -0.234881 -2.183469 1.079 -0.521 0.646
H 3.187034 -0.208539 1.416959 0.684 -0.035 0.505
H 2.275269 -1.408479 0.494534 0.077 0.509 0.086
H 1.637048 -0.872425 2.037873 0.484 0.057 -0.088
H 1.289392 1.251716 1.436934 -0.544 1.034 0.285
H 2.027127 1.251858 -0.133215 0.854 0.101 0.018
H -0.551055 -0.945006 1.188780 -0.621 -1.172 -0.054
H -0.843979 0.634206 1.541697 -0.558 0.499 -0.062
H -2.388453 0.886376 -0.529953 0.239 -0.505 0.152
H -2.270922 -0.911542 -0.725252 -0.169 0.167 0.045
H -2.977719 -0.174423 0.747825 0.085 -0.143 -0.209
H -0.447922 -0.542257 -1.854583 0.006 0.028 0.051
H 0.497680 -1.585704 -0.857753 0.365 -0.118 -0.135
H 1.499845 0.765473 -2.648531 0.024 -0.661 0.131
H 1.633602 -1.062247 -2.923328 0.032 0.789 0.138
H 2.579838 -0.280583 -1.613461 -0.818 0.173 -0.772
C -3.860619 -3.817220 0.513153 1.131 0.389 -0.647
C -5.309461 -3.553466 0.797697 -0.497 -0.876 0.871
N -5.948913 -2.635772 -0.119532 0.054 0.443 0.711
C -5.559456 -1.239417 0.064557 -0.029 -0.518 0.112
C -5.530438 -0.439321 -1.229683 0.554 0.281 0.637
C -7.399429 -2.726055 -0.102243 0.313 0.213 -0.519
C -7.826912 -3.992867 -0.792385 -1.454 0.109 -0.699
H -3.688356 -4.212102 -0.503816 -0.196 0.389 0.222
H -3.534345 -4.604587 1.171468 0.300 -0.275 0.463
H -3.176769 -2.944178 0.678405 -0.621 -0.601 -0.187
H -5.822074 -4.549252 0.721338 0.278 0.938 0.066
H -5.372780 -3.274565 1.895521 -0.313 0.112 -0.829
H -6.215859 -0.751410 0.794888 -0.151 0.069 0.131
H -4.559623 -1.198583 0.510914 -0.227 -0.142 -0.226
H -5.108386 0.495810 -0.848560 -0.063 0.407 -0.725
H -4.804581 -0.910912 -1.899782 -0.242 0.274 -0.067
H -6.485285 -0.232643 -1.744312 0.373 -0.301 0.365
H -7.714358 -1.862371 -0.748524 -0.223 -0.761 0.798
H -7.874259 -2.655306 0.906502 0.444 0.261 -0.324
H -7.435006 -3.911455 -1.819737 -0.223 -0.498 0.344
H -8.941075 -3.915321 -0.828882 0.662 -0.547 -0.192
H -7.550488 -4.959505 -0.330324 -0.051 0.680 -0.149
```
Positions in Å, forces in eV/Å.

=====

No. 2
Computed, not measured: 2 unconnected molecules or ions with the total composition C5H13N2 in a non-equilibrium geometry, with ωB97M-V/def2-TZVPD.

Calculated values
Charge: +1
Gap between HOMO and LUMO, eV: 10.18
HOMO level, eV: -13.345
Multiplicity: 1
Energy above the lowest of the compared OMol25 structures with the same formula, charge and spin, kcal per mole: 60.3

The geometry in XYZ format:
```
20
Properties=species:S:1:pos:R:3:forces:R:3
C 0.728029 -1.209206 1.405192 0.715 -0.308 0.336
C 1.788661 -0.430286 0.656412 -0.652 0.168 0.037
C 2.687354 0.342503 1.247090 0.614 -0.175 0.010
H 0.305065 -2.014541 0.807672 -0.289 0.248 -0.116
H 1.181326 -1.716666 2.260735 0.014 0.135 0.027
H -0.032900 -0.559589 1.850116 -0.235 -0.151 -0.174
H 1.724391 -0.467503 -0.430306 0.254 -0.108 0.006
H 3.460884 0.861274 0.693548 -0.151 0.076 -0.133
H 2.805758 0.379457 2.324862 -0.219 0.009 0.013
C -1.074894 0.836396 -1.309722 0.298 -0.132 -0.131
C -1.880751 -0.162565 -0.940913 -0.258 0.137 -0.015
N -2.802203 -0.774907 -1.752365 0.904 -0.484 -0.002
N -0.300013 1.561580 -0.284460 -0.052 -0.217 -0.137
H -0.849788 1.129653 -2.324016 -0.250 0.212 0.050
H -1.866379 -0.501969 0.091082 -0.243 0.115 0.030
H -3.000347 -1.735444 -1.496806 -0.179 0.183 0.045
H -2.576376 -0.717941 -2.738478 -0.312 0.140 -0.022
H -0.669034 2.499238 -0.115789 -0.003 0.027 0.024
H 0.689065 1.642944 -0.538924 -0.037 -0.010 0.113
H -0.317850 1.037573 0.595067 0.081 0.133 0.041
```
Positions in Å, forces in eV/Å.